(1)
DFT (wB97M-V/def2-TZVPD) results for a cluster of 3 separate species, C24H32BFN2O7S in total in a non-equilibrium geometry.

Positions of all 68 atoms, in Å:
C: -3.165 4.565 0.235
C: -3.614 3.256 0.252
C: -2.611 2.172 -0.275
C: -2.608 1.890 -1.722
C: -1.679 0.922 -2.331
C: -0.749 0.257 -1.377
C: -0.773 0.499 0.054
C: -1.711 1.471 0.661
B: -1.675 1.683 2.247
O: -2.236 2.830 2.870
N: -0.998 0.671 3.112
C: 0.452 0.958 3.221
C: -1.534 0.778 4.511
S: 0.439 -0.908 -2.155
C: 0.837 0.001 -3.697
C: 2.176 0.075 -4.261
C: 2.350 0.874 -5.481
F: 3.608 1.023 -6.055
C: 1.254 1.558 -6.153
C: -0.091 1.442 -5.551
C: -0.321 0.693 -4.322
N: -1.660 0.632 -3.754
H: -2.723 4.987 -0.710
H: -3.180 5.246 1.118
H: -4.621 2.939 0.612
H: -3.301 2.409 -2.426
H: -0.054 -0.079 0.688
H: -1.830 3.641 2.511
H: 1.016 0.827 2.261
H: 0.940 0.305 4.003
H: 0.628 2.022 3.566
H: -1.047 1.663 5.018
H: -2.656 0.869 4.499
H: -1.209 -0.156 5.046
H: 3.053 -0.423 -3.779
H: 1.405 2.157 -7.085
H: -0.914 1.979 -6.091
H: -1.967 -0.352 -3.830
C: 6.426 0.314 -4.749
C: 6.774 -0.517 -5.966
O: 7.977 -1.271 -5.758
C: 7.851 -2.355 -4.985
O: 6.835 -2.746 -4.469
O: 9.060 -2.919 -4.864
C: 9.088 -4.039 -3.979
H: 7.270 0.946 -4.462
H: 5.562 0.946 -4.949
H: 6.195 -0.318 -3.890
H: 6.965 0.143 -6.814
H: 5.953 -1.178 -6.252
H: 8.340 -4.781 -4.256
H: 8.935 -3.705 -2.952
H: 10.074 -4.495 -4.054
C: -6.669 -2.056 8.488
C: -5.743 -0.963 7.991
O: -4.727 -1.492 7.129
C: -5.125 -1.795 5.887
O: -6.237 -1.657 5.444
O: -4.076 -2.305 5.230
C: -4.388 -2.765 3.914
H: -6.097 -2.858 8.958
H: -7.383 -1.657 9.210
H: -7.229 -2.504 7.666
H: -5.225 -0.514 8.839
H: -6.293 -0.164 7.489
H: -4.872 -1.985 3.326
H: -5.021 -3.652 3.971
H: -3.452 -3.035 3.428

Output
Orbital gap in eV: 8.460
SMILES: C=Cc1cc2c(cc1B(O)N(C)C)Sc1cc(F)ccc1N2.CCOC(=O)OC.CCOC(=O)OC

These are the natural (NBO) partial charges, in e, on atoms 1 to 8: number 1, C, carries -0.421; number 2, C, carries -0.176; number 3, C, carries -0.030; number 4, C, carries -0.215; number 5, C, carries 0.156; number 6, C, carries -0.189; number 7, C, carries -0.180; number 8, C, carries -0.344


(2)
DFT (wB97M-V/def2-TZVPD) results for a structure of composition C24H32BrFMoN3OSi2 in a non-equilibrium geometry.

Positions of all 65 atoms, in Å:
Mo: -0.020 -0.134 -0.027
C: -1.315 -0.047 3.426
Si: -0.370 1.487 2.982
C: 1.224 1.566 4.084
C: -1.388 3.056 3.224
N: 0.095 1.544 1.188
C: 0.597 2.654 0.515
C: 0.903 3.886 1.092
C: 1.132 4.954 0.313
C: 1.057 4.858 -1.078
C: 0.684 3.638 -1.694
C: 0.469 2.573 -0.918
N: 0.260 1.193 -1.385
Si: 0.255 0.970 -3.217
C: -1.230 1.872 -3.973
C: 1.972 1.337 -3.919
C: 0.037 -0.919 -3.325
H: -0.849 -0.405 4.353
H: -1.256 -0.914 2.677
H: -2.369 0.134 3.604
H: 1.754 2.532 3.975
H: 2.031 0.813 3.912
H: 0.908 1.502 5.117
H: -0.914 3.662 4.039
H: -2.451 2.892 3.410
H: -1.332 3.539 2.216
H: 1.102 3.950 2.223
H: 1.297 5.979 0.725
H: 1.473 5.663 -1.617
H: 0.649 3.578 -2.781
H: -1.471 1.462 -4.948
H: -0.910 2.911 -4.208
H: -2.062 1.801 -3.279
H: 2.030 1.213 -5.038
H: 2.680 0.559 -3.588
H: 2.374 2.358 -3.660
H: 0.521 -1.564 -2.525
H: 0.397 -1.270 -4.286
H: -1.109 -1.209 -3.241
O: -4.805 -3.774 -1.622
C: -3.756 -3.110 -1.133
C: -2.405 -3.562 -1.188
C: -1.409 -2.751 -0.683
N: -1.677 -1.433 -0.324
C: -3.002 -1.098 -0.144
Br: -3.268 0.721 0.599
C: -4.034 -1.837 -0.572
H: -4.468 -4.655 -1.798
H: -2.139 -4.570 -1.631
H: -0.362 -3.123 -0.618
H: -5.029 -1.433 -0.488
F: 2.105 -5.932 2.525
C: 2.138 -4.724 1.893
C: 2.390 -4.712 0.507
C: 2.254 -3.461 -0.064
C: 1.974 -2.274 0.661
C: 1.847 -0.919 0.047
C: 1.924 -2.321 2.095
C: 1.931 -3.576 2.696
H: 2.462 -5.629 -0.035
H: 2.446 -3.382 -1.129
H: 2.285 -0.851 -1.019
H: 2.276 -0.104 0.652
H: 1.735 -1.394 2.684
H: 1.732 -3.768 3.719

Output
Orbital gap (alpha / beta) in eV: 6.112 / 6.005
Net charge: +1
Multiplicity: 3

These are the natural (NBO) partial charges, in e, on atoms 1 to 8: number 1, Mo, carries 1.487; number 2, C, carries -1.152; number 3, Si, carries 1.791; number 4, C, carries -1.119; number 5, C, carries -1.148; number 6, N, carries -0.971; number 7, C, carries 0.103; number 8, C, carries -0.250


(3)
DFT (wB97M-V/def2-TZVPD) results for a structure of composition C24H32ClMnO3P2 in a non-equilibrium geometry.

Positions of all 63 atoms, in Å:
Mn: 1.054 -0.294 0.718
Cl: 2.210 1.009 2.174
P: 0.576 0.805 -1.303
C: -0.788 0.014 -2.216
C: -0.559 -0.849 -3.297
C: -1.625 -1.564 -3.857
C: -2.925 -1.405 -3.353
C: -3.163 -0.522 -2.298
C: -2.104 0.184 -1.732
C: 0.244 2.593 -1.432
C: 1.123 3.455 -0.745
C: 1.020 4.829 -0.930
C: 0.035 5.359 -1.765
C: -0.899 4.509 -2.368
C: -0.792 3.132 -2.215
C: 2.193 0.529 -2.119
C: 3.206 -0.067 -1.347
C: 4.424 -0.418 -1.926
C: 4.684 -0.082 -3.267
C: 3.703 0.586 -4.021
C: 2.465 0.909 -3.451
H: 1.873 3.029 -0.074
H: 1.728 5.494 -0.426
H: -0.016 6.433 -1.938
H: -1.712 4.924 -2.966
H: -1.514 2.473 -2.708
H: 0.450 -0.953 -3.701
H: -1.441 -2.251 -4.681
H: -3.750 -1.971 -3.790
H: -4.176 -0.393 -1.904
H: -2.292 0.878 -0.914
H: 3.011 -0.262 -0.273
H: 5.184 -0.950 -1.337
H: 5.641 -0.351 -3.708
H: 3.916 0.844 -5.058
H: 1.716 1.450 -4.035
H: 0.486 -1.557 -0.160
H: 1.349 -1.462 -0.382
C: -2.807 1.080 3.600
C: -2.330 0.880 2.184
O: -2.206 -0.544 1.780
P: -0.758 -1.282 1.891
O: -0.567 -1.251 3.508
C: -1.495 -1.921 4.424
C: -0.757 -2.062 5.724
O: -1.048 -2.844 1.570
C: 0.030 -3.855 1.553
C: 1.400 -3.331 1.881
H: -3.658 0.426 3.806
H: -3.133 2.122 3.710
H: -2.011 0.903 4.331
H: -3.038 1.335 1.479
H: -1.353 1.367 2.021
H: -2.411 -1.306 4.527
H: -1.768 -2.904 4.012
H: -0.455 -1.090 6.125
H: -1.404 -2.554 6.457
H: 0.131 -2.689 5.576
H: -0.244 -4.648 2.261
H: 0.013 -4.306 0.552
H: 1.449 -2.860 2.873
H: 2.121 -4.155 1.823
H: 1.760 -2.598 1.134

Output
Orbital gap (alpha / beta) in eV: 5.141 / 6.795
Net charge: +2
Multiplicity: 5

These are the natural (NBO) partial charges, in e, on atoms 1 to 8: number 1, Mn, carries 0.919; number 2, Cl, carries -0.400; number 3, P, carries 1.062; number 4, C, carries -0.442; number 5, C, carries -0.126; number 6, C, carries -0.203; number 7, C, carries -0.131; number 8, C, carries -0.197


(4)
DFT (wB97M-V/def2-TZVPD) results for a structure of composition C24H32CsN6O4S4 in a non-equilibrium geometry.

Positions of all 71 atoms, in Å:
Cs: 0.165 0.886 0.302
C: -1.760 -3.276 0.323
C: -0.303 -3.497 -0.109
N: 0.613 -2.804 0.772
C: 0.766 -3.333 2.107
C: 0.870 -2.262 3.192
S: -0.378 -0.950 3.177
C: -1.964 -1.826 3.107
C: -2.762 -1.566 1.820
N: -2.023 -1.885 0.623
H: -2.425 -3.675 -0.452
H: -1.963 -3.869 1.220
H: -0.117 -4.580 -0.172
H: -0.166 -3.086 -1.111
H: 1.491 -2.590 0.325
H: -0.101 -3.961 2.327
H: 1.635 -3.997 2.206
H: 0.898 -2.739 4.173
H: 1.808 -1.710 3.081
H: -1.780 -2.893 3.247
H: -2.564 -1.504 3.960
H: -3.711 -2.121 1.913
H: -3.016 -0.505 1.780
H: -2.321 -1.367 -0.189
S: 2.111 2.306 -1.665
C: 3.274 1.799 -0.460
C: 4.546 2.425 -0.395
C: 5.468 2.030 0.539
C: 5.146 1.010 1.440
C: 3.891 0.458 1.330
N: 2.971 0.823 0.425
H: 4.761 3.208 -1.108
H: 6.441 2.508 0.577
H: 5.841 0.664 2.193
H: 3.593 -0.336 2.012
O: -5.137 -2.943 -9.737
S: -4.390 -3.593 -8.683
O: -5.086 -3.707 -7.419
O: -3.655 -4.777 -9.088
C: -3.043 -2.413 -8.343
N: -2.477 -1.823 -9.403
C: -1.504 -0.964 -9.139
C: -1.079 -0.666 -7.856
C: -1.717 -1.342 -6.832
N: -2.689 -2.213 -7.073
C: -1.387 -1.129 -5.384
C: -2.101 -1.827 -4.415
C: -1.815 -1.588 -3.086
N: -0.906 -0.706 -2.656
C: -0.203 -0.058 -3.590
C: -0.408 -0.247 -4.950
H: -1.037 -0.483 -9.995
H: -0.292 0.054 -7.686
H: -2.863 -2.532 -4.720
H: -2.370 -2.121 -2.317
H: 0.553 0.635 -3.231
H: 0.200 0.313 -5.648
O: -2.185 1.777 0.443
S: -3.631 1.860 -0.024
C: -3.629 1.495 -1.805
C: -3.680 2.820 -2.559
C: -4.551 3.742 -1.705
C: -3.986 3.613 -0.295
H: -4.506 0.875 -2.002
H: -2.732 0.898 -1.981
H: -4.071 2.685 -3.567
H: -2.674 3.233 -2.648
H: -5.592 3.409 -1.733
H: -4.530 4.777 -2.044
H: -4.627 3.978 0.504
H: -3.000 4.077 -0.215

Output
Energy above the lowest of the compared OMol25 structures with the same formula, charge and spin in kcal per mole: 14.6
Orbital gap in eV: 6.317
Net charge: -1

These are the Löwdin partial charges, in e, on atoms 1 to 8: number 1, Cs, carries 1.059; number 2, C, carries -0.212; number 3, C, carries -0.207; number 4, N, carries -0.078; number 5, C, carries -0.282; number 6, C, carries -0.466; number 7, S, carries 0.794; number 8, C, carries -0.453


(5)
DFT (wB97M-V/def2-TZVPD) results for a structure of composition C24H32EuN3O8P2 in a non-equilibrium geometry.

Positions of all 70 atoms, in Å:
C: 3.435 -2.660 -1.060
C: 2.475 -1.934 -0.301
N: 1.408 -1.332 -0.944
C: 1.133 -1.698 -2.204
C: 1.991 -2.504 -2.956
C: 3.187 -2.954 -2.389
C: 2.612 -1.872 1.111
P: 1.312 -1.517 2.267
Eu: -0.013 0.502 0.345
P: -0.780 0.471 -2.545
C: -0.185 -1.270 -2.862
C: -1.691 2.077 1.537
C: -2.505 1.608 2.546
C: -3.244 2.558 3.317
C: -3.180 3.919 2.994
C: -2.369 4.353 1.942
C: -1.613 3.410 1.191
O: 4.531 1.110 0.657
O: 1.748 1.716 1.952
H: 4.327 -3.003 -0.528
H: 1.674 -2.748 -3.965
H: 3.861 -3.585 -2.961
C: 0.618 -3.153 2.694
C: 2.319 -0.957 3.716
H: -0.074 -1.357 -3.962
H: -0.987 -1.958 -2.522
H: 5.066 0.338 0.921
H: 3.619 -2.153 1.472
C: -2.569 0.289 -2.915
C: -0.143 1.353 -4.028
H: -2.585 0.532 2.762
H: -3.846 2.218 4.162
H: -3.762 4.640 3.564
H: -2.305 5.413 1.692
H: -0.995 3.740 0.348
H: -0.328 2.807 -1.214
H: 1.565 2.626 2.276
H: 2.640 1.764 1.553
H: 4.990 1.454 -0.123
H: 0.135 2.647 -1.814
H: 1.415 -3.839 3.010
H: -0.125 -3.056 3.498
H: 0.115 -3.536 1.795
H: 3.008 -1.748 4.059
H: 2.890 -0.061 3.440
H: 1.617 -0.703 4.525
H: -0.679 1.108 -4.954
H: -0.273 2.427 -3.820
H: 0.931 1.142 -4.144
H: -2.752 0.251 -3.998
H: -2.972 -0.603 -2.423
H: -3.068 1.175 -2.491
O: -1.191 -3.138 -0.261
C: -2.018 -2.273 0.080
O: -1.764 -1.060 0.471
C: -3.487 -2.636 -0.016
C: -4.513 -1.711 0.250
C: -5.873 -2.071 0.061
C: -6.250 -3.363 -0.335
C: -5.229 -4.292 -0.584
C: -3.866 -3.925 -0.447
N: -5.594 -5.625 -0.955
O: -6.809 -5.910 -1.024
O: -4.692 -6.451 -1.194
N: -6.891 -1.088 0.262
O: -6.545 0.062 0.597
O: -8.081 -1.415 0.094
H: -4.275 -0.706 0.587
H: -7.298 -3.648 -0.409
H: -3.112 -4.666 -0.684

Output
Orbital gap (alpha / beta) in eV: 4.492 / 5.022
Multiplicity: 7

These are the Löwdin partial charges, in e, on atoms 1 to 8: number 1, C, carries -0.063; number 2, C, carries -0.397; number 3, N, carries -0.022; number 4, C, carries -0.371; number 5, C, carries -0.081; number 6, C, carries -0.084; number 7, C, carries -0.349; number 8, P, carries 0.736


(6)
DFT (wB97M-V/def2-TZVPD) results for an isolated molecule of C24H32N2O2.

Positions of all 60 atoms, in Å:
C: 2.591 1.989 -2.431
O: 3.702 1.673 -1.618
C: 4.036 2.652 -0.670
C: 3.005 2.804 0.465
N: 2.683 1.532 1.060
C: 1.534 0.877 0.761
O: 0.638 1.397 0.128
C: 1.473 -0.534 1.314
C: 1.379 -0.576 2.849
C: -0.050 -0.565 3.413
C: -0.793 -1.865 3.105
C: -2.215 -1.815 3.682
N: -2.996 -0.674 3.264
C: -2.291 0.566 3.501
C: -0.874 0.620 2.913
H: -0.928 0.604 1.827
H: -0.398 1.558 3.212
H: -2.891 1.389 3.108
H: -2.223 0.688 4.591
C: -3.741 -0.789 2.022
C: -2.945 -0.785 0.738
C: -2.434 -1.965 0.208
C: -1.615 -1.945 -0.906
C: -1.307 -0.744 -1.540
C: -1.871 0.430 -1.049
C: -2.672 0.407 0.076
H: -3.081 1.332 0.456
H: -1.643 1.370 -1.526
C: -0.396 -0.714 -2.692
C: -0.672 0.083 -3.801
C: 0.190 0.109 -4.881
C: 1.346 -0.654 -4.870
C: 1.634 -1.445 -3.770
C: 0.769 -1.477 -2.692
H: 1.008 -2.085 -1.831
H: 2.538 -2.037 -3.752
H: 2.020 -0.632 -5.714
H: -0.040 0.726 -5.738
H: -1.579 0.669 -3.821
H: -1.222 -2.873 -1.298
H: -2.675 -2.910 0.678
H: -4.449 0.046 2.006
H: -4.318 -1.718 2.089
H: -2.758 -2.726 3.422
H: -2.143 -1.767 4.777
H: -0.261 -2.715 3.540
H: -0.848 -2.013 2.027
H: 0.038 -0.484 4.506
H: 1.925 0.276 3.264
H: 1.870 -1.485 3.206
H: 0.616 -1.032 0.861
H: 2.377 -1.056 0.992
H: 3.449 1.009 1.457
H: 3.408 3.483 1.222
H: 2.068 3.211 0.079
H: 4.176 3.632 -1.152
H: 4.993 2.324 -0.254
H: 2.711 2.979 -2.887
H: 2.563 1.230 -3.211
H: 1.652 1.955 -1.872

Output
Energy above the lowest of the compared OMol25 structures with the same formula, charge and spin in kcal per mole: 40.9
Orbital gap in eV: 8.662
SMILES: COCCNC(=O)CCC1CCN(Cc2ccc(-c3ccccc3)cc2)CC1

These are the natural (NBO) partial charges, in e, on atoms 1 to 8: number 1, C, carries -0.269; number 2, O, carries -0.539; number 3, C, carries -0.065; number 4, C, carries -0.262; number 5, N, carries -0.621; number 6, C, carries 0.703; number 7, O, carries -0.646; number 8, C, carries -0.511


(7)
DFT (wB97M-V/def2-TZVPD) results for an isolated molecule of C24H32N4S2.

Positions of all 62 atoms, in Å:
C: -3.678 -1.006 1.813
C: -4.395 -1.936 0.881
C: -3.994 -3.264 0.795
C: -4.669 -4.175 0.004
C: -5.785 -3.771 -0.711
C: -6.193 -2.453 -0.654
C: -5.495 -1.527 0.118
N: -5.951 -0.193 0.148
C: -5.268 0.915 -0.248
N: -4.046 0.735 -0.778
H: -3.702 -0.210 -0.860
C: -3.156 1.809 -1.135
H: -2.860 1.700 -2.184
C: -1.910 1.858 -0.241
C: -0.926 0.739 -0.584
C: 0.290 0.792 0.335
C: 0.999 2.142 0.223
C: 0.016 3.269 0.538
C: -1.204 3.206 -0.376
H: -1.896 4.010 -0.119
H: -0.895 3.350 -1.414
H: -0.306 3.180 1.577
H: 0.512 4.235 0.424
H: 1.362 2.268 -0.805
C: 2.199 2.211 1.179
N: 3.223 1.255 0.848
C: 3.421 0.101 1.508
N: 4.356 -0.763 1.027
C: 5.016 -0.757 -0.207
C: 4.344 -0.435 -1.384
C: 5.010 -0.448 -2.596
C: 6.347 -0.799 -2.646
C: 7.010 -1.146 -1.481
C: 6.367 -1.132 -0.254
C: 7.092 -1.505 1.004
H: 8.155 -1.614 0.811
H: 6.952 -0.744 1.771
H: 6.720 -2.453 1.396
H: 8.051 -1.430 -1.524
H: 6.871 -0.811 -3.590
H: 4.478 -0.196 -3.501
H: 3.289 -0.209 -1.354
H: 4.607 -1.495 1.677
S: 2.647 -0.292 2.919
H: 3.771 1.427 0.018
H: 1.871 1.996 2.198
H: 2.637 3.214 1.151
H: -0.023 0.640 1.370
H: 0.978 -0.017 0.081
H: -1.405 -0.239 -0.494
H: -0.603 0.854 -1.622
H: -2.236 1.743 0.798
H: -3.728 2.734 -1.027
S: -5.992 2.396 -0.096
H: -6.940 -0.043 0.289
H: -7.057 -2.122 -1.211
H: -6.333 -4.479 -1.314
H: -4.337 -5.201 -0.041
H: -3.142 -3.586 1.377
H: -3.520 -1.499 2.770
H: -4.248 -0.096 1.980
H: -2.697 -0.735 1.422

Output
Energy above the lowest of the compared OMol25 structures with the same formula, charge and spin in kcal per mole: 1.8
Orbital gap in eV: 8.564
SMILES: Cc1ccccc1NC(=S)NC[C@H]1CC[C@H](CNC(=S)Nc2ccccc2C)CC1

These are the natural (NBO) partial charges, in e, on atoms 1 to 8: number 1, C, carries -0.642; number 2, C, carries -0.060; number 3, C, carries -0.192; number 4, C, carries -0.208; number 5, C, carries -0.208; number 6, C, carries -0.237; number 7, C, carries 0.185; number 8, N, carries -0.638